Record 1
A 2-piece molecular cluster, C9H14 overall in a non-equilibrium geometry. Source: the OMol25 dataset; level of theory: ωB97M-V/def2-TZVPD.

Energy relative to the best compared isomer or geometry (same formula, charge and spin) in kcal per mole: 42.2

The geometry in XYZ format:
```
23
C9H14 ωB97M-V/def2-TZVPD
C 0.369 2.383 -0.272
C -1.147 2.914 -0.172
H 0.566 1.370 -0.701
H 1.110 3.107 -0.647
H 0.680 2.345 0.864
H -1.728 3.025 -1.079
H -1.550 2.077 0.310
H -1.141 3.738 0.552
C -1.929 -1.045 -0.372
C 1.372 -1.591 1.488
C 0.030 -1.221 1.188
C 2.280 -1.629 0.455
C -0.506 -1.276 -0.063
C 1.720 -1.558 -0.879
C 0.347 -1.585 -1.134
H 1.704 -1.672 2.533
H -0.792 -1.208 1.984
H 3.328 -1.758 0.757
H 2.396 -1.566 -1.623
H -2.462 -2.042 -0.407
H -2.287 -0.407 -1.242
H -0.070 -2.012 -2.022
H -2.287 -0.388 0.483
```

Record 2
A 2-piece molecular cluster, C9H16N2O overall. Source: the OMol25 dataset; level of theory: ωB97M-V/def2-TZVPD.

Energy relative to the best compared isomer or geometry (same formula, charge and spin) in kcal per mole: 91.9

The geometry in XYZ format:
```
28
C9H16N2O ωB97M-V/def2-TZVPD
C -3.671 -2.001 -0.013
C -3.258 0.696 0.228
C -2.720 2.071 0.214
C 4.231 1.628 -0.068
C 4.281 0.324 0.198
C 3.696 -0.728 -0.681
C 2.537 -1.480 -0.055
C 1.312 -0.619 0.153
C 0.648 -0.563 1.306
H -3.922 -3.026 -0.287
H -4.300 -1.485 0.716
H -1.688 0.182 -1.020
H -4.203 0.712 -0.330
H -3.534 0.473 1.243
H -3.186 2.778 0.940
H 3.637 2.007 -0.920
H 4.687 2.376 0.575
H 4.739 -0.037 1.143
H 4.472 -1.460 -0.963
H 3.318 -0.283 -1.614
H 2.269 -2.315 -0.713
H 2.811 -1.933 0.905
H 0.934 -0.095 -0.719
H -0.308 -0.035 1.391
H 1.041 -0.999 2.217
N -2.636 -1.509 -0.569
N -2.281 -0.231 -0.301
O -1.834 2.419 -0.521
```

Record 3
An isolated ion of composition C27H37N4O4S2 and charge +1 in a non-equilibrium geometry. Source: the OMol25 dataset; level of theory: ωB97M-V/def2-TZVPD.

Energy relative to the best compared isomer or geometry (same formula, charge and spin) in kcal per mole: 1.7
Net charge: +1

The geometry in XYZ format:
```
74
C27H37N4O4S2 ωB97M-V/def2-TZVPD
C -1.043 -2.257 -6.425
C 0.211 -2.489 -5.597
H 0.897 -1.646 -5.730
H 0.708 -3.410 -5.923
O -0.138 -2.601 -4.215
C 0.884 -2.646 -3.310
C 2.226 -2.701 -3.656
C 3.235 -2.681 -2.699
C 2.945 -2.588 -1.356
C 1.608 -2.554 -0.999
C 0.561 -2.608 -1.939
N -0.695 -2.565 -1.375
C -0.641 -2.425 -0.083
N -1.754 -2.379 0.715
C -1.836 -1.619 1.890
O -2.713 -1.828 2.687
C -0.827 -0.541 2.024
C -0.146 -0.398 3.231
C 0.817 0.586 3.364
C 1.070 1.439 2.306
C 0.357 1.345 1.126
C -0.592 0.351 0.978
H -1.148 0.267 0.055
H 0.579 2.041 0.332
S 2.364 2.689 2.455
O 2.515 3.269 1.153
O 3.486 2.046 3.071
N 1.692 3.760 3.497
C 2.041 3.713 4.896
C 2.519 5.053 5.464
C 3.416 5.829 4.498
H 4.020 5.129 3.917
H 4.096 6.454 5.080
C 2.624 6.737 3.556
C 1.891 5.992 2.444
H 2.612 5.536 1.766
H 1.292 6.705 1.872
C 0.966 4.881 2.947
H 0.378 4.499 2.108
H 0.280 5.255 3.710
H 1.905 7.316 4.143
H 3.309 7.447 3.090
H 3.061 4.839 6.385
H 1.659 5.672 5.729
H 2.843 2.977 4.968
H 1.179 3.354 5.477
H 1.391 0.687 4.270
H -0.361 -1.079 4.040
C -2.864 -3.285 0.450
H -3.256 -3.561 1.433
H -2.472 -4.181 -0.034
C -3.976 -2.632 -0.389
H -3.772 -1.566 -0.487
C -4.129 -3.283 -1.757
N -2.976 -3.017 -2.648
C -3.137 -1.752 -3.375
H -3.948 -1.826 -4.098
H -3.357 -0.947 -2.678
H -2.208 -1.525 -3.892
C -2.758 -4.130 -3.579
H -2.586 -5.052 -3.027
H -3.624 -4.261 -4.227
H -1.878 -3.918 -4.181
H -2.038 -2.879 -2.068
H -4.227 -4.361 -1.621
H -5.038 -2.925 -2.248
H -4.927 -2.725 0.134
S 0.966 -2.417 0.612
H 3.717 -2.541 -0.608
H 4.262 -2.723 -3.024
H 2.516 -2.756 -4.692
H -1.540 -1.338 -6.127
H -1.737 -3.088 -6.336
H -0.755 -2.164 -7.468
```

Record 4
One molecule with the formula C4H10N2O. Source: the OMol25 dataset; level of theory: ωB97M-V/def2-TZVPD.

Energy relative to the best compared isomer or geometry (same formula, charge and spin) in kcal per mole: 10.1

The geometry in XYZ format:
```
17
C4H10N2O ωB97M-V/def2-TZVPD
N 0.500 0.303 -1.681
C 0.588 1.950 0.881
C -0.396 0.838 0.537
C 0.250 -0.235 -0.371
C -0.704 -1.425 -0.412
N -0.449 -2.434 0.478
O -1.653 -1.455 -1.168
H 1.290 -0.100 -2.154
H -0.332 0.256 -2.256
H 0.083 2.848 1.212
H 1.272 1.646 1.686
H 1.225 2.180 0.030
H -1.242 1.229 -0.028
H -0.749 0.360 1.448
H 1.212 -0.540 0.064
H 0.319 -2.346 1.117
H -1.213 -3.075 0.618
```

Record 5
A 2-piece molecular cluster, C10H16O overall in a non-equilibrium geometry. Source: the OMol25 dataset; level of theory: ωB97M-V/def2-TZVPD.

Energy relative to the best compared isomer or geometry (same formula, charge and spin) in kcal per mole: 31.7

The geometry in XYZ format:
```
27
C10H16O ωB97M-V/def2-TZVPD
C 2.381 -1.577 -1.202
C 1.600 2.098 0.770
C 1.385 0.909 1.445
C 1.936 2.098 -0.588
C 1.382 -0.294 0.766
C 2.031 0.867 -1.231
C 1.853 -0.342 -0.553
O 1.787 3.329 1.390
H 1.190 1.033 2.506
H 1.054 3.497 1.976
H 2.006 2.981 -1.205
H 1.068 -1.217 1.233
H 2.225 0.826 -2.296
H 3.472 -1.567 -1.092
H 2.284 -1.665 -2.290
H 1.988 -2.512 -0.800
C -2.907 -0.661 -0.390
C -2.230 -1.992 -0.050
C -3.000 0.437 0.663
H -2.505 -0.316 -1.347
H -3.925 -0.901 -0.715
H -2.570 -2.794 -0.706
H -2.452 -2.406 0.930
H -2.118 0.379 1.318
H -2.983 1.418 0.208
H -1.146 -1.879 -0.115
H -3.805 0.250 1.374
```

Record 6
A 3-piece molecular cluster, C3H13NO2S overall in a non-equilibrium geometry. Source: the OMol25 dataset; level of theory: ωB97M-V/def2-TZVPD.

Energy relative to the best compared isomer or geometry (same formula, charge and spin) in kcal per mole: 31.8

The geometry in XYZ format:
```
20
C3H13NO2S ωB97M-V/def2-TZVPD
C 1.672 0.470 -0.701
C 0.548 -0.429 -0.368
C 0.743 -1.527 0.668
S 0.365 -1.274 2.398
N 1.046 1.475 -1.685
H 2.258 1.127 -0.062
H 2.366 -0.224 -1.183
H 0.275 -1.054 -1.319
H -0.428 0.030 -0.185
H 0.061 -2.364 0.326
H 1.822 -1.862 0.556
H 0.996 -0.154 2.463
H 1.817 2.068 -1.974
H 0.976 0.969 -2.628
H -4.150 -0.825 -1.727
H -3.031 0.192 -2.043
O -3.177 -0.748 -1.917
H -0.323 2.031 -0.437
H -0.490 3.392 0.325
O -0.961 2.704 -0.117
```

Record 7
One molecule with the formula C8H13Br in a non-equilibrium geometry. Source: the OMol25 dataset; level of theory: ωB97M-V/def2-TZVPD.

Energy relative to the best compared isomer or geometry (same formula, charge and spin) in kcal per mole: 31.7

The geometry in XYZ format:
```
22
C8H13Br ωB97M-V/def2-TZVPD
C 1.450 -0.789 -0.268
C 1.491 0.497 -0.022
C 0.075 -1.418 -0.263
C -0.921 -0.543 0.527
C -0.689 0.924 0.296
C 2.612 -1.688 -0.574
C -1.150 1.489 -1.011
C -0.718 1.862 1.459
Br 2.807 1.784 0.092
H -0.261 -1.532 -1.299
H 0.122 -2.418 0.174
H -1.936 -0.822 0.229
H -0.807 -0.762 1.591
H 2.405 -2.275 -1.467
H 2.776 -2.376 0.256
H 3.518 -1.108 -0.732
H -2.237 1.613 -0.995
H -0.899 0.831 -1.839
H -0.707 2.466 -1.190
H -1.736 2.220 1.633
H -0.092 2.732 1.259
H -0.360 1.381 2.366
```